A 5-piece molecular cluster, C46H96N5O11 overall, computed with wB97M-V/def2-TZVPD.

Each line ends with the Löwdin charge.
Geometry (Å):
C 2.37317 -6.91227 -1.56075  -0.12
O 2.91293 -6.80266 -0.22536  -0.23
C 1.86360 -6.65535 0.76100  -0.24
C 1.22823 -5.17432 0.77195  -0.17
C 2.01573 -4.29573 1.87540  -0.20
C 2.08105 -2.74567 1.39639  -0.20
C 1.96306 -1.71829 2.64544  -0.21
C 1.98126 -0.17900 2.11806  -0.20
C 0.52776 0.10980 1.51511  -0.21
C 0.51490 1.03261 0.20866  -0.22
C 1.56744 0.61182 -0.91945  -0.22
C 1.31703 1.50709 -2.25364  -0.20
C 0.96740 0.49492 -3.43936  -0.22
C 2.18320 -0.52634 -3.79466  -0.20
C 2.36188 -0.71461 -5.39896  -0.23
C 3.86836 -1.11210 -5.76557  -0.26
C 4.97478 -0.08740 -5.23847  -0.10
C 5.67378 -0.62490 -3.88826  -0.40
O 6.38607 0.13015 -3.18184  0.00
O 5.52139 -1.94828 -3.42824  0.04
C 1.44773 -1.90505 -5.84952  -0.19
C -0.04542 -2.00968 -5.46568  -0.06
C -0.84694 -3.20353 -5.90140  -0.20
N -0.50508 -4.33442 -6.68919  -0.05
C 0.85514 -4.17521 -7.05600  -0.21
C 1.86531 -3.11357 -6.71624  -0.06
H 1.48007 -7.62283 -1.53875  0.09
H 1.99918 -5.91928 -1.98938  0.10
H 3.15922 -7.38725 -2.23329  0.10
H 2.35767 -6.85491 1.77526  0.12
H 1.03944 -7.45503 0.65724  0.12
H 1.34790 -4.62700 -0.22242  0.10
H 0.11532 -5.23030 1.00358  0.11
H 3.09231 -4.66079 1.95350  0.11
H 1.46166 -4.38769 2.86769  0.11
H 1.24570 -2.56543 0.62736  0.10
H 3.10513 -2.60380 0.89731  0.11
H 0.92708 -1.86655 3.11752  0.10
H 2.81643 -1.93800 3.36983  0.11
H 2.83067 -0.12634 1.36456  0.09
H 2.24266 0.54249 2.96900  0.11
H -0.05672 0.69765 2.34013  0.09
H -0.07666 -0.84538 1.33503  0.11
H -0.53157 0.92547 -0.25931  0.11
H 0.65345 2.14409 0.41423  0.11
H 2.64204 0.80143 -0.56946  0.10
H 1.50734 -0.51389 -1.15170  0.11
H 0.41369 2.16915 -1.99968  0.10
H 2.21900 2.14142 -2.53100  0.10
H 0.55196 0.98040 -4.38163  0.09
H 0.12248 -0.18998 -3.04782  0.10
H 3.10955 -0.08290 -3.29654  0.09
H 2.02077 -1.55682 -3.31385  0.10
H 4.07039 -2.20782 -5.46732  0.10
H 3.94484 -1.10672 -6.91792  0.10
H 5.82395 -0.09268 -6.01774  0.12
H 4.61835 0.98413 -5.12988  0.12
H 5.91265 -2.03134 -2.52780  0.09
H -0.53495 -1.18626 -4.85343  0.07
H -1.94014 -3.21655 -5.53977  0.08
H 1.24306 -5.01957 -7.73621  0.08
H 2.93230 -3.19912 -7.09680  0.07
C -3.02104 5.91781 6.27765  -0.12
O -3.12788 4.72227 7.03287  -0.20
C -4.32026 3.98137 6.76699  -0.21
C -4.01065 2.70079 5.99053  -0.20
N -3.59976 2.99323 4.61702  -0.05
C -3.02380 1.84633 3.91109  -0.19
C -1.73993 1.22567 4.48055  -0.22
O -0.59076 2.06397 4.38441  -0.19
C -0.47562 3.02496 5.42014  -0.10
H -2.20240 6.50718 6.69353  0.09
H -2.78708 5.70291 5.23203  0.07
H -3.93985 6.50965 6.33920  0.09
H -5.07617 4.58898 6.25529  0.12
H -4.73175 3.69846 7.74068  0.12
H -4.90233 2.06737 5.97089  0.10
H -3.22422 2.16912 6.53642  0.10
H -2.91256 3.73697 4.62809  0.06
H -2.80460 2.18986 2.89381  0.12
H -3.78935 1.06892 3.82051  0.11
H -1.51307 0.34574 3.86927  0.11
H -1.86425 0.85151 5.50226  0.11
H -0.86883 2.66173 6.37319  0.09
H -0.96881 3.95360 5.12874  0.07
H 0.58447 3.25486 5.55199  0.09
C -2.21316 6.71234 -7.07417  -0.12
O -3.04096 5.76035 -7.72093  -0.20
C -2.49957 5.27157 -8.94965  -0.21
C -2.03956 3.81966 -8.80914  -0.21
N -0.85003 3.71436 -7.96512  -0.06
C -0.52394 2.34255 -7.56167  -0.19
C -1.55568 1.57990 -6.71871  -0.21
O -1.73253 2.09275 -5.40108  -0.19
C -2.61517 3.19621 -5.30828  -0.10
H -2.79275 7.17406 -6.27314  0.09
H -1.33845 6.23368 -6.62728  0.07
H -1.89418 7.49722 -7.76756  0.08
H -1.69502 5.91316 -9.32812  0.12
H -3.31393 5.30224 -9.67999  0.12
H -1.81277 3.41678 -9.80087  0.12
H -2.87639 3.25045 -8.39105  0.10
H -0.98839 4.26706 -7.12806  0.06
H 0.40142 2.40448 -6.97875  0.12
H -0.28996 1.75912 -8.45744  0.12
H -1.17017 0.56296 -6.58760  0.11
H -2.52089 1.46775 -7.22476  0.11
H -3.42847 3.14367 -6.03717  0.09
H -2.06220 4.13116 -5.41494  0.07
H -3.05233 3.19678 -4.30643  0.09
C 8.28045 1.36242 2.57022  -0.11
O 9.23427 0.31782 2.46378  -0.20
C 8.99707 -0.76793 3.36034  -0.21
C 8.51122 -2.00680 2.60642  -0.21
N 7.15523 -1.82134 2.09056  -0.05
C 6.73768 -2.84467 1.12985  -0.19
C 7.53756 -2.97140 -0.17545  -0.21
O 7.39989 -1.86291 -1.05757  -0.21
C 8.24460 -0.75825 -0.76091  -0.08
H 8.65621 2.22015 2.01046  0.09
H 7.32300 1.06664 2.13477  0.08
H 8.13760 1.66474 3.61264  0.09
H 8.30740 -0.49201 4.16676  0.12
H 9.96107 -1.00505 3.82067  0.12
H 8.52363 -2.86723 3.28246  0.12
H 9.22319 -2.19685 1.79653  0.10
H 7.09403 -0.91736 1.63806  0.06
H 5.70053 -2.61154 0.86343  0.11
H 6.71959 -3.81525 1.63614  0.12
H 7.12731 -3.83036 -0.71830  0.12
H 8.59406 -3.20514 -0.00680  0.11
H 9.20649 -1.06941 -0.34443  0.09
H 7.73678 -0.06830 -0.08581  0.07
H 8.43199 -0.21544 -1.68915  0.08
C -7.13864 1.31399 3.91725  -0.10
O -6.90881 0.79602 5.21891  -0.22
C -7.85253 1.25088 6.18910  -0.21
C -8.79681 0.12297 6.60742  -0.21
N -9.71661 -0.23340 5.52709  -0.05
C -10.45044 -1.47946 5.75674  -0.20
C -9.63708 -2.77502 5.89514  -0.22
O -8.99079 -3.19292 4.69861  -0.18
C -7.75013 -2.55504 4.44090  -0.10
H -6.26517 1.08618 3.30467  0.08
H -8.00933 0.84240 3.45473  0.07
H -7.27160 2.39996 3.93997  0.09
H -8.40598 2.13154 5.84272  0.12
H -7.27267 1.55295 7.06690  0.12
H -9.37453 0.44247 7.48000  0.12
H -8.17681 -0.73054 6.90056  0.10
H -9.19398 -0.32685 4.66473  0.06
H -11.12636 -1.60040 4.90285  0.12
H -11.08356 -1.35616 6.64139  0.11
H -10.34736 -3.57302 6.13765  0.12
H -8.92861 -2.74569 6.72970  0.11
H -7.20388 -2.31789 5.35749  0.09
H -7.90577 -1.65649 3.84214  0.07
H -7.13781 -3.23455 3.84352  0.09

Its charge is -1.


A 6-piece molecular cluster, C47H101N5O6 overall, computed with wB97M-V/def2-TZVPD.

Each line ends with the Löwdin charge.
Geometry (Å):
C 0.46929 -0.07553 7.76469  -0.02
C -0.26963 -0.36889 6.46266  -0.50
C -1.71076 -0.79961 6.78974  -0.04
C -0.38230 0.83137 5.50412  -0.14
C 0.96879 1.17855 4.92774  -0.17
C 1.39784 -0.05020 4.08809  -0.14
C 1.53401 -1.35385 4.89212  -0.52
C 1.60185 -2.50506 3.86395  -0.03
C 2.86627 -1.31355 5.65251  -0.03
N 0.34960 -1.49349 5.70702  -0.11
O 0.35408 -2.64508 6.51758  -0.02
H 0.05771 0.84739 8.18420  0.09
H 0.26480 -0.83001 8.52660  0.08
H 1.55087 -0.01798 7.66176  0.07
H -2.24680 -1.06428 5.87771  0.08
H -1.70542 -1.61006 7.51485  0.08
H -2.26319 0.04570 7.20820  0.09
H -1.11488 0.53061 4.75734  0.12
H -0.70509 1.71956 6.05978  0.12
H 0.87526 2.01953 4.23380  0.10
H 1.73684 1.44009 5.65560  0.11
H 2.35562 0.27706 3.66881  0.11
H 0.70140 -0.19625 3.26054  0.11
H 2.36511 -2.24955 3.13242  0.07
H 0.64961 -2.56659 3.33286  0.08
H 1.79032 -3.42636 4.41418  0.08
H 3.73836 -1.58939 5.05470  0.08
H 2.90320 -1.96667 6.52824  0.08
H 3.09204 -0.30828 6.02275  0.07
H -0.14672 -3.31291 6.03513  0.11
C -2.59459 -3.19453 -2.19402  -0.03
C -2.26325 -4.70267 -2.30802  -0.50
C -3.60047 -5.40555 -2.63565  -0.03
C -1.36468 -4.96770 -3.51368  -0.14
C 0.07210 -4.58453 -3.23757  -0.18
C 0.59877 -5.35583 -2.03214  -0.12
C -0.22046 -5.15185 -0.76664  -0.49
C 0.08371 -6.26194 0.23029  -0.04
C 0.11227 -3.78749 -0.12983  -0.05
N -1.66593 -5.25445 -1.11028  -0.09
O -2.47236 -5.07977 0.04199  -0.01
H -3.40226 -3.07468 -1.47016  0.02
H -1.73205 -2.61763 -1.85957  0.08
H -2.94138 -2.77183 -3.13861  0.09
H -4.10697 -4.94215 -3.47995  0.09
H -3.41607 -6.47397 -2.76958  0.08
H -4.32832 -5.36308 -1.81723  0.08
H -1.48285 -5.98828 -3.88823  0.12
H -1.71463 -4.34460 -4.34476  0.12
H 0.64469 -4.62144 -4.16541  0.12
H 0.05440 -3.51710 -2.99768  0.08
H 1.61597 -4.96299 -1.91866  0.13
H 0.73301 -6.41440 -2.26867  0.12
H 1.15033 -6.34614 0.43088  0.09
H -0.35565 -7.22079 -0.04981  0.09
H -0.42811 -6.04855 1.17412  0.08
H 1.10204 -3.90041 0.32391  0.09
H -0.52969 -3.62863 0.74008  0.09
H 0.06036 -2.94455 -0.81148  0.06
H -2.96008 -5.91002 0.08316  0.11
C 2.16162 2.68671 -5.66134  -0.02
C 1.10429 2.18313 -4.65210  -0.51
C 1.34667 2.85141 -3.32420  -0.04
C -0.29307 2.56970 -5.14057  -0.14
C -0.83132 1.70754 -6.28556  -0.17
C -0.77719 0.22931 -5.88448  -0.13
C 0.62059 -0.22952 -5.42975  -0.52
C 0.42588 -1.55542 -4.67658  -0.05
C 1.48088 -0.52709 -6.66470  -0.03
N 1.17562 0.71399 -4.47887  -0.08
O 2.45771 0.31144 -4.02602  -0.02
H 3.16255 2.50347 -5.27391  0.08
H 2.03175 2.26561 -6.65507  0.06
H 2.04221 3.76856 -5.77447  0.08
H 0.60305 2.59591 -2.56502  0.07
H 2.34586 2.64057 -2.94534  0.08
H 1.22717 3.93500 -3.43285  0.09
H -0.99999 2.59237 -4.30764  0.11
H -0.21038 3.57136 -5.57398  0.12
H -1.82021 2.02705 -6.62250  0.11
H -0.24141 1.93906 -7.18094  0.11
H -1.05225 -0.33534 -6.77794  0.12
H -1.52928 0.06778 -5.10987  0.10
H -0.23281 -1.41387 -3.81846  0.07
H 1.37079 -1.97775 -4.33350  0.09
H 0.00710 -2.29220 -5.36750  0.09
H 1.08530 -1.29827 -7.32487  0.08
H 2.44309 -0.93793 -6.33683  0.09
H 1.74950 0.37627 -7.21086  0.06
H 2.31925 0.18367 -3.07039  0.06
C 5.10975 4.35478 1.54729  -0.02
C 4.00839 3.72865 2.44451  -0.50
C 4.63375 2.55045 3.20084  -0.03
C 3.48957 4.73141 3.46746  -0.13
C 2.55372 5.77324 2.86983  -0.18
C 1.43791 5.14154 2.04160  -0.14
C 1.94457 4.12187 1.00070  -0.49
C 0.71299 3.37367 0.52457  -0.04
C 2.48803 4.94395 -0.19385  -0.02
N 2.89103 3.20644 1.63180  -0.08
O 3.28829 2.18040 0.76047  -0.03
H 6.08093 4.27301 2.04339  0.09
H 4.95632 5.42639 1.43066  0.07
H 5.23806 3.85500 0.58803  0.08
H 3.94829 1.99141 3.83421  0.07
H 5.46953 2.94509 3.78415  0.09
H 5.11100 1.85616 2.50554  0.08
H 2.93648 4.15801 4.21662  0.12
H 4.31173 5.26863 3.94234  0.13
H 3.10670 6.47168 2.23470  0.10
H 2.08454 6.34198 3.67528  0.11
H 0.96375 5.99199 1.54189  0.12
H 0.67528 4.79059 2.74176  0.12
H 0.12695 3.90084 -0.23408  0.09
H 0.89066 2.41452 0.02896  0.05
H -0.01916 3.14973 1.30641  0.07
H 1.69246 5.39934 -0.77870  0.08
H 3.17780 5.72956 0.11792  0.07
H 3.07640 4.33532 -0.88931  0.08
H 3.93366 2.59962 0.16038  0.09
C -2.41672 0.88655 1.20910  -0.02
C -3.29214 1.54902 0.13945  -0.49
C -3.56673 3.02098 0.54170  -0.03
C -2.51664 1.71623 -1.19133  -0.13
C -2.33825 0.41310 -1.95950  -0.16
C -3.70087 -0.23550 -2.21548  -0.12
C -4.53410 -0.40785 -0.93154  -0.49
C -5.95236 -0.70584 -1.42673  -0.03
C -4.07228 -1.59562 -0.09619  -0.03
N -4.53988 0.84698 -0.15503  -0.09
O -5.29568 0.73580 1.02783  -0.02
H -3.09499 0.53641 1.99110  0.09
H -1.77088 0.09761 0.82865  0.06
H -1.77178 1.60146 1.72723  0.07
H -2.64772 3.51158 0.85687  0.07
H -3.99058 3.57322 -0.29563  0.08
H -4.29563 3.05054 1.35514  0.08
H -2.75272 2.59064 -1.79599  0.12
H -1.46649 1.92775 -0.92757  0.10
H -1.81055 0.49806 -2.91157  0.09
H -1.74734 -0.26888 -1.34270  0.08
H -3.53721 -1.23407 -2.62791  0.07
H -4.29879 0.32999 -2.93116  0.12
H -6.34634 0.13293 -2.00448  0.09
H -6.65661 -0.80381 -0.59420  0.08
H -5.96622 -1.62023 -2.01591  0.09
H -3.99819 -2.53049 -0.66802  0.03
H -4.82978 -1.86993 0.64283  0.10
H -3.10111 -1.53197 0.38983  0.08
H -6.18392 1.02305 0.79200  0.10
C 1.51185 -1.29012 0.55577  -0.09
C 1.08750 -0.29780 -0.50633  -0.27
O 2.21439 0.17496 -1.23176  -0.08
H 2.21484 -2.03820 0.18171  0.09
H 0.67711 -1.94039 0.84697  0.04
H 1.87665 -0.79898 1.45474  0.05
H 0.60863 0.55335 -0.00769  0.09
H 0.33904 -0.73507 -1.16581  0.09
H 2.74420 0.66804 -0.59408  0.07

For the energy above the lowest of the compared OMol25 structures with the same formula, charge and spin, the calculation gives 64.39 kcal/mol. The SMILES is CC1(C)CCCC(C)(C)N1O.CC1(C)CCCC(C)(C)N1O.CC1(C)CCCC(C)(C)N1O.CC1(C)CCCC(C)(C)N1O.CC1(C)CCCC(C)(C)N1O.CCO.


Taking the records one at a time from the top gives HOMO values of -2.75, -7.86 eV.